Record 1
ORCA calculation (ωB97M-V/def2-TZVPD) on a cluster of 13 separate species, C78H65N13O26 in total in a non-equilibrium geometry.

The energy relative to the best compared isomer or geometry (same formula, charge and spin) comes out at 162.25 kcal per mole.

Positions of all 182 atoms, in Å:
C (-0.83, -4.21, -7.71)
C (-1.75, -5.07, -7.14)
C (-1.56, -5.53, -5.88)
C (-0.44, -5.04, -5.14)
C (0.52, -4.32, -5.82)
C (0.36, -3.90, -7.14)
N (-0.20, -5.32, -3.69)
O (-1.23, -5.67, -3.02)
O (1.00, -5.37, -3.29)
H (-1.10, -3.92, -8.72)
H (-2.66, -5.34, -7.65)
H (-2.30, -6.15, -5.41)
H (1.42, -4.01, -5.31)
H (1.19, -3.40, -7.61)
C (-3.32, -1.89, 3.66)
C (-2.54, -1.52, 2.58)
C (-1.16, -1.55, 2.64)
C (-0.60, -2.00, 3.76)
C (-1.33, -2.43, 4.89)
C (-2.67, -2.47, 4.72)
N (0.84, -2.04, 3.84)
O (1.48, -1.51, 2.97)
O (1.40, -2.66, 4.74)
H (-4.39, -1.82, 3.51)
H (-2.92, -1.12, 1.65)
H (-0.75, -1.22, 1.70)
H (-0.76, -2.80, 5.74)
H (-3.38, -2.69, 5.50)
C (-1.20, 2.11, 4.36)
C (0.00, 2.01, 4.97)
C (0.31, 2.90, 5.92)
C (-0.43, 4.10, 6.11)
C (-1.76, 4.10, 5.60)
C (-2.11, 3.12, 4.74)
N (0.13, 5.20, 6.92)
O (1.30, 5.07, 7.26)
O (-0.64, 6.12, 7.21)
H (-1.35, 1.43, 3.53)
H (0.65, 1.16, 4.81)
H (1.21, 2.77, 6.51)
H (-2.39, 4.95, 5.78)
H (-3.06, 3.33, 4.26)
C (-2.26, -4.93, 0.63)
C (-1.98, -5.42, 1.91)
C (-0.70, -5.55, 2.49)
C (0.36, -5.18, 1.60)
C (0.20, -4.73, 0.29)
C (-1.13, -4.63, -0.17)
N (1.73, -5.23, 2.19)
O (1.84, -5.65, 3.33)
O (2.67, -4.96, 1.40)
H (-3.28, -4.91, 0.31)
H (-2.74, -5.62, 2.66)
H (-0.55, -5.70, 3.55)
H (0.95, -4.34, -0.39)
H (-1.22, -4.29, -1.19)
C (-9.42, 2.80, -3.86)
C (-10.10, 1.56, -3.71)
C (-9.56, 0.63, -2.82)
C (-8.30, 0.83, -2.26)
C (-7.64, 2.03, -2.51)
C (-8.21, 3.06, -3.27)
N (-7.61, -0.17, -1.41)
O (-7.98, -1.36, -1.59)
O (-6.71, 0.15, -0.70)
H (-9.87, 3.49, -4.55)
H (-11.09, 1.42, -4.11)
H (-10.11, -0.21, -2.42)
H (-6.60, 2.17, -2.28)
H (-7.64, 3.94, -3.52)
C (1.52, -1.98, -1.72)
C (0.36, -1.81, -2.41)
C (-0.56, -0.90, -1.88)
C (-0.34, -0.18, -0.73)
C (0.92, -0.31, -0.08)
C (1.82, -1.19, -0.58)
N (-1.29, 0.86, -0.25)
O (-2.41, 0.70, -0.64)
O (-1.01, 1.66, 0.66)
H (2.24, -2.74, -1.97)
H (0.25, -2.41, -3.30)
H (-1.50, -0.80, -2.41)
H (1.29, 0.23, 0.78)
H (2.76, -1.40, -0.08)
C (-0.52, 2.60, -2.87)
C (0.79, 2.99, -2.57)
C (1.21, 4.33, -2.59)
C (0.37, 5.29, -3.18)
C (-0.97, 4.94, -3.48)
C (-1.40, 3.60, -3.37)
N (0.82, 6.54, -3.76)
O (1.96, 6.91, -3.48)
O (0.08, 7.24, -4.47)
H (-0.96, 1.62, -2.78)
H (1.55, 2.35, -2.16)
H (2.27, 4.51, -2.45)
H (-1.80, 5.51, -3.89)
H (-2.47, 3.53, -3.51)
C (-3.27, -3.05, -3.55)
C (-3.03, -2.42, -4.75)
C (-3.37, -1.05, -4.88)
C (-3.86, -0.31, -3.81)
C (-4.00, -0.93, -2.59)
C (-3.81, -2.27, -2.47)
N (-4.39, 1.08, -4.01)
O (-4.60, 1.79, -3.07)
O (-4.52, 1.48, -5.13)
H (-3.21, -4.11, -3.38)
H (-2.60, -2.93, -5.60)
H (-3.33, -0.61, -5.86)
H (-4.39, -0.37, -1.76)
H (-4.04, -2.72, -1.52)
C (3.70, 1.95, 3.24)
C (4.72, 1.04, 3.21)
C (5.97, 1.36, 3.75)
C (6.20, 2.66, 4.25)
C (5.10, 3.52, 4.33)
C (3.80, 3.20, 3.80)
N (7.56, 3.04, 4.72)
O (8.40, 2.12, 4.68)
O (7.89, 4.18, 5.07)
H (2.70, 1.73, 2.90)
H (4.61, 0.06, 2.75)
H (6.73, 0.60, 3.71)
H (5.26, 4.53, 4.69)
H (2.95, 3.85, 3.71)
C (-4.85, 2.99, 0.92)
C (-4.69, 4.37, 1.08)
C (-5.64, 5.10, 1.79)
C (-6.77, 4.54, 2.30)
C (-6.98, 3.17, 2.04)
C (-6.05, 2.38, 1.36)
N (-7.81, 5.38, 3.02)
O (-7.60, 6.57, 3.20)
O (-8.85, 4.78, 3.43)
H (-4.09, 2.46, 0.36)
H (-3.95, 4.89, 0.48)
H (-5.50, 6.17, 1.86)
H (-7.87, 2.70, 2.42)
H (-6.18, 1.31, 1.30)
C (6.89, -4.61, -1.96)
C (5.84, -5.23, -2.65)
C (5.56, -4.84, -3.97)
C (6.33, -3.86, -4.65)
C (7.44, -3.31, -4.01)
C (7.67, -3.65, -2.67)
N (6.07, -3.56, -6.05)
O (5.06, -3.95, -6.52)
O (6.96, -3.06, -6.75)
H (7.13, -4.90, -0.95)
H (5.21, -6.01, -2.26)
H (4.68, -5.29, -4.41)
H (8.17, -2.61, -4.40)
H (8.55, -3.20, -2.25)
C (0.16, 5.36, 2.50)
C (0.71, 6.31, 3.34)
C (1.92, 6.88, 2.99)
C (2.69, 6.31, 1.98)
C (2.25, 5.25, 1.24)
C (0.93, 4.83, 1.48)
N (4.13, 6.66, 1.75)
O (4.88, 5.92, 1.16)
O (4.61, 7.56, 2.43)
H (-0.83, 4.96, 2.61)
H (0.07, 6.74, 4.10)
H (2.21, 7.82, 3.42)
H (2.60, 4.88, 0.28)
H (0.45, 3.97, 1.05)
C (6.68, -2.16, 1.87)
C (8.11, -2.23, 1.83)
C (8.61, -3.50, 2.05)
C (7.82, -4.60, 2.13)
C (6.37, -4.55, 2.00)
C (5.84, -3.22, 1.83)
N (8.47, -5.90, 2.27)
O (9.67, -6.06, 2.19)
O (7.64, -6.87, 2.27)
H (6.25, -1.17, 1.94)
H (8.71, -1.34, 1.75)
H (9.68, -3.65, 2.14)
H (5.69, -5.35, 2.26)
H (4.76, -3.19, 1.88)

Atom charges from the Mulliken analysis, given in e for atoms 1 to 5:
1. C -0.3569
2. C -0.4655
3. C -0.1719
4. C -0.1915
5. C -0.1499

---

Record 2
ORCA calculation (ωB97M-V/def2-TZVPD) on a cluster of 2 separate species, C7H10 in total.

The energy relative to the best compared isomer or geometry (same formula, charge and spin) comes out at 73.72 kcal per mole. Its structure (SMILES) is C#C/C=C\C.C=C.

Positions of all 17 atoms, in Å:
C (2.18, -0.27, 1.52)
C (1.67, -0.68, 0.50)
C (1.10, -1.17, -0.72)
C (-0.19, -1.50, -0.87)
C (-1.24, -1.43, 0.19)
H (2.63, 0.08, 2.42)
H (1.78, -1.26, -1.57)
H (-0.51, -1.85, -1.85)
H (-2.06, -0.78, -0.12)
H (-1.66, -2.43, 0.37)
H (-0.84, -1.05, 1.13)
C (-0.32, 2.05, -0.80)
C (-0.63, 2.05, 0.49)
H (0.57, 1.54, -1.17)
H (-0.93, 2.55, -1.54)
H (-0.01, 1.55, 1.22)
H (-1.52, 2.55, 0.86)

Atom charges from the Mulliken analysis, given in e for atoms 1 to 5:
1. C 0.3122
2. C -0.3312
3. C -0.9665
4. C 0.1175
5. C -1.1220

---

Record 3
ORCA calculation (ωB97M-V/def2-TZVPD) on a structure of composition C7H10.

The energy relative to the best compared isomer or geometry (same formula, charge and spin) comes out at 143.22 kcal per mole.

Positions of all 17 atoms, in Å:
C (-0.01, 0.51, 1.45)
C (0.26, -0.93, 1.76)
C (-0.19, -0.96, 0.36)
C (0.92, -0.76, -0.68)
C (0.29, 0.43, -1.38)
C (-1.19, 0.26, -1.59)
C (-0.66, 0.82, -0.28)
H (0.88, 1.14, 1.40)
H (-0.85, 0.95, 1.99)
H (1.32, -1.14, 1.92)
H (-0.37, -1.41, 2.52)
H (1.91, -0.49, -0.25)
H (1.06, -1.65, -1.29)
H (0.86, 1.13, -1.98)
H (-1.63, -0.73, -1.62)
H (-1.66, 1.00, -2.25)
H (-0.95, 1.84, -0.07)

Atom charges from the Mulliken analysis, given in e for atoms 1 to 5:
1. C -0.5474
2. C -0.5808
3. C -0.3299
4. C -0.4169
5. C -0.3136

---

Record 4
ORCA calculation (ωB97M-V/def2-TZVPD) on a cluster of 2 separate species, C7H10 in total.

The energy relative to the best compared isomer or geometry (same formula, charge and spin) comes out at 153.19 kcal per mole.

Positions of all 17 atoms, in Å:
C (-1.68, -0.51, -0.34)
C (-2.57, 1.58, -0.22)
C (-0.36, -0.44, -0.13)
C (0.81, -1.19, -0.77)
C (1.64, -0.78, 0.45)
C (1.76, 0.69, 0.48)
C (0.48, 0.07, 0.98)
H (-2.08, -1.03, -1.21)
H (-2.42, -0.13, 0.38)
H (-2.22, 1.71, -1.27)
H (-1.70, 1.95, 0.36)
H (0.59, -2.26, -0.85)
H (1.18, -0.82, -1.74)
H (2.28, -1.45, 1.02)
H (1.77, 1.27, -0.44)
H (2.38, 1.10, 1.27)
H (0.14, 0.22, 2.00)

Atom charges from the Mulliken analysis, given in e for atoms 1 to 5:
1. C -1.1771
2. C -0.5035
3. C 0.6688
4. C -0.7669
5. C -0.2474

---

The lowest energy relative to the best compared isomer or geometry (same formula, charge and spin) belongs to which entry? number 2